# 1
Formula: C25H54N8O19
Source: the OMol25 dataset
Level of theory: wB97M-V/def2-TZVPD

Last column: Löwdin charge in e.
Cartesian coordinates (Å):
O -0.753 4.791 -6.550  0.056
O -2.410 5.940 -5.769  0.062
O 6.032 -3.591 2.466  0.051
O -0.379 0.564 -2.882  0.091
O 3.002 -2.742 2.238  0.051
O -1.983 3.100 1.805  -0.186
O -0.663 5.436 6.422  0.055
O 7.543 -4.087 -2.047  0.080
O -1.834 2.072 -2.195  0.198
O 2.463 -3.309 -3.371  0.042
O 5.900 -2.782 -1.518  0.022
O -5.122 -2.274 1.050  -0.179
O 3.528 -4.721 1.541  0.049
O -0.363 6.513 2.121  0.058
O 3.257 -3.987 -5.267  0.074
O 8.178 -3.863 2.450  0.061
O -0.902 8.431 2.963  0.060
O -2.454 6.304 7.265  0.071
O -1.301 0.380 -0.819  0.082
N -1.744 4.926 -5.859  -0.453
N -0.993 7.221 2.883  -0.437
N 2.836 -3.944 2.170  -0.428
N 0.077 -3.560 0.245  0.117
N 7.173 -3.181 2.386  -0.443
N 3.271 -3.275 -4.283  -0.430
N -1.264 6.054 7.281  -0.445
N 6.484 -3.856 -1.506  -0.430
C -0.468 6.541 8.442  0.050
C -4.964 -1.994 -1.379  -0.151
C -1.249 1.109 -1.959  -0.600
C 1.680 -4.505 2.920  0.040
C -0.107 3.319 0.207  -0.134
C -2.537 -1.445 -3.269  -0.180
C -2.959 2.089 1.663  -0.114
C 4.371 -2.280 -4.151  0.056
C 0.373 -1.210 0.344  -0.068
C 0.368 1.938 0.713  -0.146
C -3.829 -2.191 -3.680  -0.201
C 7.364 -1.717 2.187  0.051
C -4.232 -2.205 -0.057  -0.239
C -0.013 -1.937 -2.783  -0.114
C -1.552 3.674 0.582  -0.219
C 0.210 -0.551 -2.207  -0.236
C -1.463 -2.464 -2.814  -0.156
C 5.828 -4.963 -0.759  0.053
C -0.471 -2.449 0.425  -0.224
C 0.042 -0.204 -0.751  -0.324
C -2.169 3.745 -5.056  0.040
C -4.742 -1.446 2.123  -0.114
C -1.959 6.553 3.800  0.050
C 0.972 1.022 -0.377  -0.093
C -4.499 -2.925 -2.520  -0.199
H 0.061 3.415 -0.862  0.106
H -5.220 -1.751 3.047  0.086
H -1.587 4.756 0.718  0.100
H -2.228 3.475 -0.247  0.103
H 7.945 -1.347 3.027  0.099
H -1.930 5.484 3.617  0.093
H -5.382 -3.418 -2.925  0.105
H 1.823 -4.263 3.970  0.101
H 0.559 -2.611 -2.154  0.088
H -5.012 -0.412 1.879  0.088
H -1.352 3.488 -4.389  0.086
H 4.898 -4.595 -0.345  0.069
H -3.918 2.404 2.080  0.085
H -3.651 -3.136 -0.080  0.111
H -3.661 -1.449 2.307  0.076
H -1.796 -2.915 -1.881  0.082
H -2.648 1.227 2.266  0.079
H 1.856 0.569 0.073  0.113
H 7.901 -1.581 1.252  0.100
H 1.330 1.557 -1.257  0.128
H 6.389 -1.244 2.148  0.095
H -1.131 7.069 9.118  0.095
H -4.527 -1.407 -3.983  0.110
H 1.655 -5.577 2.767  0.096
H -2.825 -0.865 -2.392  0.088
H 0.782 -4.034 2.528  0.065
H -6.015 -2.207 -1.193  0.113
H 0.530 4.080 0.656  0.102
H 1.179 2.137 1.410  0.113
H 4.884 -2.515 -3.223  0.056
H 6.507 -5.273 0.031  0.100
H -2.176 -0.823 -4.082  0.119
H -0.388 1.406 1.283  0.095
H -3.629 -2.860 -4.516  0.109
H -1.657 6.780 4.812  0.058
H -3.880 -3.716 -2.096  0.098
H -4.904 -0.934 -1.629  0.113
H 0.411 -2.010 -3.777  0.113
H -0.030 5.672 8.924  0.101
H 5.026 -2.363 -5.011  0.099
H -3.518 -1.397 0.132  0.095
H 0.262 -0.690 1.300  0.132
H -1.536 -2.430 0.644  0.100
H 5.649 -5.774 -1.460  0.105
H 1.291 -0.407 -2.365  0.160
H -0.610 -4.310 0.332  0.069
H -2.944 6.958 3.586  0.106
H -3.070 1.726 0.643  0.076
H -2.374 2.936 -5.751  0.101
H -1.484 -3.272 -3.550  0.119
H 1.408 -1.529 0.290  0.125
H -3.057 4.008 -4.494  0.094
H 3.920 -1.293 -4.101  0.102
H 0.302 7.202 8.055  0.102

Computed properties:
DFT total energy ... -77602.5018 eV
Orbital gap ... 9.4 eV
SMILES ... [H]/N=C/C[C@]1(CCCCOC)OC(=O)O[C@@H]1CCCCCCCOC.C[N+](=O)[O-].C[N+](=O)[O-].C[N+](=O)[O-].C[N+](=O)[O-].C[N+](=O)[O-].C[N+](=O)[O-].C[N+](=O)[O-]

=====

# 2
Formula: C25H54O9S2
Source: the OMol25 dataset
Level of theory: wB97M-V/def2-TZVPD

Last column: Löwdin spin population.
Cartesian coordinates (Å):
S -5.934 2.095 34.413  0.016
S -10.525 4.461 33.664  0.305
O -3.335 3.264 29.861  0.004
O -8.865 -0.061 31.074  0.003
O -7.755 5.973 31.219  0.011
O -5.385 3.474 34.763  0.003
O -10.614 3.076 33.077  0.010
O -11.108 -1.933 33.945  0.001
O -7.073 8.760 35.324  0.005
O -6.943 -1.841 35.182  0.001
O -1.505 4.981 35.769  0.000
C -5.571 5.601 32.078  0.005
C -11.159 -0.794 34.330  0.004
C -2.214 2.755 35.478  0.002
C -5.005 -1.722 33.753  0.003
C -12.228 0.178 33.770  0.021
C -2.469 5.377 29.321  0.013
C -6.566 6.580 36.234  0.011
C -2.485 3.469 27.598  0.016
C -6.694 5.399 31.090  0.010
C -7.579 2.315 33.683  0.009
C -9.620 0.539 30.339  0.005
C -2.818 3.973 28.994  0.005
C -9.322 1.880 29.770  0.022
C -2.058 4.155 35.033  0.001
C -6.374 4.445 29.977  0.012
C -7.444 7.539 35.454  0.012
C -2.620 4.650 33.701  0.002
C -6.466 -1.908 34.005  0.001
C -12.053 4.681 34.696  0.082
C -5.016 1.718 32.864  0.004
C -9.997 -0.219 35.134  0.010
C -10.985 -0.056 30.037  0.015
C -7.393 -2.370 32.876  0.002
C -8.751 7.125 34.890  0.026
C -11.082 5.528 32.275  0.045
H -2.539 5.571 30.392  0.001
H -2.990 2.522 27.407  0.003
H -5.021 2.454 32.060  0.001
H -7.009 6.350 37.203  0.008
H -5.484 4.657 29.385  0.002
H -10.376 5.502 31.445  0.005
H -11.657 0.555 30.639  0.006
H -6.233 3.514 30.527  0.001
H -9.432 7.941 34.652  0.012
H -7.410 -1.557 32.150  0.000
H -3.196 6.061 28.882  0.004
H -9.506 0.525 34.507  0.001
H -8.425 6.765 33.914  0.001
H -2.812 4.163 26.823  0.004
H -5.450 0.785 32.505  0.001
H -7.031 -3.294 32.426  0.000
H -1.455 5.627 29.009  0.003
H -9.236 6.361 35.497  0.013
H -4.750 6.102 31.564  0.001
H -11.170 6.587 32.517  0.015
H -3.252 2.432 35.564  0.000
H -3.975 1.567 33.153  0.001
H -1.405 3.457 27.451  0.003
H -11.819 4.428 35.730  0.049
H -7.583 2.842 32.729  0.003
H -1.806 4.830 32.999  0.001
H -12.898 4.057 34.406  0.037
H -11.749 0.978 33.204  0.001
H -6.577 5.723 35.561  0.001
H -9.788 2.654 30.380  0.004
H -5.536 6.913 36.363  0.000
H -9.278 -0.959 35.484  0.000
H -10.384 0.263 36.032  0.012
H -11.165 -1.112 30.243  0.001
H -8.216 2.766 34.444  0.007
H -3.123 5.601 33.876  0.000
H -4.643 -0.726 34.007  0.000
H -7.215 4.341 29.292  0.004
H -1.599 2.024 34.953  0.001
H -12.301 5.738 34.592  0.046
H -12.840 -0.334 33.027  0.004
H -8.395 -2.590 33.246  0.000
H -8.274 2.134 29.930  0.001
H -4.789 -1.821 32.689  0.001
H -11.188 0.120 28.980  0.003
H -3.377 3.974 33.303  0.000
H -1.804 2.774 36.488  0.000
H -7.889 1.335 33.319  0.001
H -5.284 4.684 32.593  0.000
H -4.431 -2.496 34.263  0.000
H -12.801 0.638 34.575  0.014
H -12.061 5.212 31.915  0.020
H -9.550 1.883 28.705  0.005
H -6.042 6.330 32.738  0.001

Computed properties:
DFT total energy ... -66895.0163 eV
Orbital gap (alpha / beta) ... 1.3 / 8.4 eV
Expectation value of S² ... 0.751
Total charge ... -1
Multiplicity ... 2

=====

# 3
Formula: C25H55AlNO2
Source: the OMol25 dataset
Level of theory: wB97M-V/def2-TZVPD

Last column: Löwdin charge in e.
Cartesian coordinates (Å):
Al -3.506 -1.456 -1.202  0.134
O -8.534 -3.617 -2.403  -0.146
O 8.096 0.395 2.728  -0.159
N -3.479 -0.799 -3.047  -0.155
C -3.864 0.207 -0.027  -0.312
C -5.973 -2.736 0.214  -0.229
C 0.583 3.007 -0.300  -0.193
C 2.230 2.730 -0.213  -0.209
C 6.275 -2.488 0.102  -0.256
C 4.691 -0.325 -0.339  -0.226
C 3.814 1.574 -2.144  -0.208
C 0.263 4.196 0.782  -0.233
C -3.253 2.771 0.342  -0.247
C -9.533 -2.849 -3.088  -0.204
C -10.757 -3.730 -3.210  -0.191
C 7.566 1.660 3.146  -0.206
C -1.324 4.417 1.128  -0.230
C 6.103 -0.852 0.334  -0.240
C -2.359 4.081 -0.097  -0.225
C 9.381 1.180 4.555  -0.187
C 4.981 -3.182 0.890  -0.153
C -10.650 -4.590 -1.977  -0.190
C -4.932 -2.923 -1.043  -0.353
C 9.093 -0.016 3.674  -0.205
C -2.628 1.327 -0.120  -0.288
C 4.989 1.126 -1.046  -0.221
C 3.001 2.934 -1.645  -0.223
C 8.056 1.897 4.557  -0.184
C -9.155 -4.789 -1.858  -0.206
H -1.453 5.578 1.374  0.100
H 9.981 -0.369 3.143  0.117
H 3.867 -0.288 0.500  0.111
H -4.301 -1.236 -3.537  -0.045
H 4.369 -1.167 -1.116  0.116
H 0.781 3.861 1.804  0.108
H 7.285 -2.871 0.604  0.103
H -3.921 -0.147 1.087  0.040
H 7.049 -0.235 -0.046  0.111
H -3.126 4.994 -0.146  0.101
H 8.679 -0.847 4.255  0.118
H 6.474 1.643 3.077  0.119
H -4.895 0.722 -0.319  0.056
H -2.157 1.348 -1.217  0.106
H 4.395 1.767 -3.154  0.100
H -1.874 4.014 -1.159  0.103
H 2.680 3.520 0.545  0.099
H 5.166 -4.326 1.121  0.073
H 4.899 -2.587 1.921  0.081
H -9.149 -2.527 -4.060  0.119
H -11.023 -4.038 -1.106  0.116
H 7.947 2.425 2.460  0.119
H 0.380 3.421 -1.376  0.099
H -2.080 -2.135 -0.867  -0.101
H -1.783 1.058 0.679  0.102
H -3.651 0.232 -3.016  -0.052
H -4.314 2.879 -0.170  0.099
H -7.082 -2.881 -0.190  0.045
H -3.443 2.844 1.510  0.110
H 2.262 3.328 -2.472  0.103
H -11.688 -3.161 -3.269  0.111
H -11.201 -5.531 -2.047  0.111
H -10.679 -4.356 -4.107  0.114
H 7.376 1.420 5.274  0.118
H 2.433 1.626 0.193  0.109
H 10.144 1.813 4.088  0.116
H 8.130 2.958 4.810  0.115
H -5.830 -1.687 0.714  0.038
H 0.795 5.221 0.498  0.116
H -1.624 3.865 2.143  0.111
H -5.798 -3.645 0.967  0.062
H -8.820 -5.649 -2.448  0.117
H 3.989 -3.012 0.289  0.073
H -5.585 -3.029 -2.023  0.036
H -9.744 -1.960 -2.484  0.119
H 5.997 -0.684 1.501  0.095
H 3.055 0.697 -2.348  0.115
H -4.368 -3.949 -0.895  0.032
H 5.133 1.964 -0.223  0.114
H 9.731 0.901 5.552  0.113
H 6.292 -2.794 -1.032  0.102
H 3.832 3.763 -1.478  0.104
H -8.831 -4.930 -0.823  0.117
H 0.085 1.974 -0.063  0.103
H 6.036 1.058 -1.613  0.107

Computed properties:
DFT total energy ... -38992.4574 eV
Orbital gap ... 6.2 eV
Total charge ... -1